Record 1
Computed, not measured: 2 unconnected molecules or ions with the total composition C2H8N2O in a non-equilibrium geometry, with the ωB97M-V functional and the def2-TZVPD basis.

HOMO energy	-0.31391	Eh
ΔE to the lowest compared entry with this formula, charge and spin	37.9	kcal per mole
DFT total energy	-265.72271	Eh
Kohn-Sham gap	9.547	eV
spin multiplicity	1
LUMO energy	1.00	eV

Element x y z (Å)
N1 -0.69 -0.09 1.72
C1 0.30 0.26 0.78
C2 0.88 -0.55 -0.09
N2 2.00 -0.20 -0.91
H1 -1.49 -0.59 1.37
H2 -1.03 0.75 2.14
H3 0.64 1.29 0.85
H4 0.57 -1.60 -0.12
H5 2.86 -0.65 -0.61
H6 1.83 -0.53 -1.85
O1 -2.05 0.44 -1.14
H7 -2.18 1.28 -1.58
H8 -1.12 0.46 -0.85

---

Record 2
Computed, not measured: a molecular structure, C2H8N2O in a non-equilibrium geometry, with the ωB97M-V functional and the def2-TZVPD basis.

HOMO energy	-0.30749	Eh
ΔE to the lowest compared entry with this formula, charge and spin	129.4	kcal per mole
DFT total energy	-265.57687	Eh
Kohn-Sham gap	9.322	eV
spin multiplicity	1
LUMO energy	0.96	eV

Element x y z (Å)
C1 1.40 -0.77 -0.30
C2 -0.35 -0.09 -0.42
N1 0.05 1.00 0.33
N2 -1.75 1.42 0.18
O1 1.47 -1.68 0.76
H1 0.89 -2.43 0.56
H2 0.12 0.72 1.31
H3 -1.88 2.13 -0.54
H4 -2.21 1.75 1.03
H5 2.18 -0.02 -0.18
H6 1.48 -1.24 -1.28
H7 -0.93 -0.89 0.03
H8 -0.48 0.09 -1.48

---

Record 3
Computed, not measured: 2 unconnected molecules or ions with the total composition C2H8N2O2 in a non-equilibrium geometry, with the ωB97M-V functional and the def2-TZVPD basis.

HOMO energy	-0.36701	Eh
ΔE to the lowest compared entry with this formula, charge and spin	45.8	kcal per mole
DFT total energy	-340.95749	Eh
Kohn-Sham gap	10.811	eV
spin multiplicity	1
LUMO energy	0.82	eV

Element x y z (Å)
C1 1.20 -0.73 0.74
C2 0.39 -0.03 -0.38
O1 -0.47 -0.55 -1.06
N1 0.90 1.18 -0.59
N2 0.16 2.07 -1.32
H1 2.36 -0.52 0.49
H2 0.91 -0.28 1.76
H3 1.16 -1.81 0.68
H4 1.27 1.63 0.29
H5 -0.85 1.84 -1.34
H6 0.59 1.96 -2.22
O2 -2.25 -1.50 1.20
H7 -2.27 -1.34 0.31
H8 -3.11 -1.91 1.45

---

Record 4
Computed, not measured: 2 unconnected molecules or ions with the total composition C2H8N2O2 in a non-equilibrium geometry, with the ωB97M-V functional and the def2-TZVPD basis.

HOMO energy	-0.35856	Eh
ΔE to the lowest compared entry with this formula, charge and spin	15.7	kcal per mole
DFT total energy	-341.00544	Eh
Kohn-Sham gap	10.516	eV
spin multiplicity	1
LUMO energy	0.76	eV

Element x y z (Å)
C1 -1.77 -0.25 1.14
N1 -0.65 0.14 0.26
C2 -0.67 -0.05 -1.07
N2 0.70 -0.01 -1.60
O1 -1.62 -0.15 -1.81
H1 -2.59 -0.50 0.47
H2 -1.97 0.57 1.82
H3 -1.46 -1.14 1.67
H4 0.15 0.58 0.66
H5 0.69 -0.56 -2.46
H6 0.82 0.94 -1.93
O2 2.65 0.18 1.31
H7 2.17 0.28 0.48
H8 3.54 -0.04 1.07

---

Record 5
Computed, not measured: 2 unconnected molecules or ions with the total composition C2H8N2O2 in a non-equilibrium geometry, with the ωB97M-V functional and the def2-TZVPD basis.

HOMO energy	-0.32863	Eh
ΔE to the lowest compared entry with this formula, charge and spin	22.2	kcal per mole
DFT total energy	-340.99512	Eh
Kohn-Sham gap	9.764	eV
spin multiplicity	1
LUMO energy	0.82	eV

Element x y z (Å)
N1 -2.21 -1.40 -0.13
C1 -1.89 -0.29 -1.02
C2 -0.47 0.28 -0.79
N2 -0.27 0.74 0.48
O1 0.39 0.29 -1.63
H1 -1.84 -2.21 -0.58
H2 -2.12 -1.17 0.84
H3 -1.84 -0.69 -2.02
H4 -2.59 0.54 -1.05
H5 0.64 1.12 0.73
H6 -0.98 0.54 1.16
O2 4.08 0.74 1.57
H7 4.68 0.02 1.37
H8 4.41 1.49 1.06

---

Record 6
Computed, not measured: a single C2H8N2O2 molecule in a non-equilibrium geometry, with the ωB97M-V functional and the def2-TZVPD basis.

HOMO energy	-0.35095	Eh
ΔE to the lowest compared entry with this formula, charge and spin	60.0	kcal per mole
DFT total energy	-340.93474	Eh
Kohn-Sham gap	10.432	eV
spin multiplicity	1
LUMO energy	0.88	eV

Element x y z (Å)
C1 -1.65 0.75 -0.08
C2 -0.30 0.14 0.27
O1 0.16 0.32 1.55
O2 -0.47 -1.53 0.19
N1 0.66 0.30 -0.73
N2 1.97 -0.09 -0.34
H1 -2.21 0.58 0.79
H2 -1.43 1.79 -0.35
H3 -2.10 0.19 -0.97
H4 1.16 0.04 1.66
H5 -0.94 -1.81 1.03
H6 0.33 -0.11 -1.62
H7 2.71 0.46 -0.90
H8 2.11 -1.05 -0.50